Computed, not measured: 2 unconnected molecules or ions with the total composition C4H11OP in a non-equilibrium geometry, with ωB97M-V with the def2-TZVPD basis set.

Net charge   0
HOMO energy   -9.25 eV
2S+1   1
SMILES   C=CC.CPO
LUMO   0.84 eV
Energy above the lowest of the compared OMol25 structures with the same formula, charge and spin   2.116 eV

Atoms and positions in Å:
1 H 1.09 -0.95 0.34
2 H -0.80 -2.23 2.51
3 H -0.13 2.81 -2.03
4 C 0.21 -1.48 0.66
5 H -1.03 -0.05 -2.67
6 P 0.01 1.60 -1.24
7 H -1.98 1.68 -2.86
8 H -0.59 -0.92 0.31
9 H 0.10 -0.99 4.12
10 H 1.23 -0.04 3.01
11 O 1.09 0.68 -2.13
12 H -2.13 0.65 -1.50
13 H 0.24 -2.50 0.31
14 C -0.07 -1.50 2.11
15 C -1.39 0.99 -2.16
16 C 0.32 -0.70 3.10
17 H 1.91 0.58 -1.59

***

Computed, not measured: a molecular structure, C33H37GeN9PdS2 in a non-equilibrium geometry, with ωB97M-V with the def2-TZVPD basis set.

Net charge   +4
HOMO energy (spin up / spin down)   -18.57 / -18.62 eV
2S+1   3
LUMO (spin up / spin down)   -11.05 / -13.81 eV
Energy above the lowest of the compared OMol25 structures with the same formula, charge and spin   0.894 eV

Atoms and positions in Å:
1 C -1.26 -2.04 -3.81
2 C 4.55 0.78 -1.05
3 H 1.69 5.88 2.49
4 C -0.78 -1.36 5.75
5 C -0.85 0.18 3.88
6 H -2.49 0.68 -2.42
7 H 5.57 0.92 -1.36
8 H 0.91 -0.89 4.53
9 C -1.45 3.63 2.38
10 H 1.11 1.09 -3.75
11 C -1.65 0.33 -4.38
12 N 1.92 0.45 -0.25
13 H 5.44 -2.00 -1.43
14 H -4.07 -2.48 2.23
15 C 3.91 -0.44 -1.24
16 N -2.02 -0.19 0.87
17 H -2.36 1.00 -4.87
18 N 0.83 -0.47 -5.06
19 C 2.49 -2.17 -4.92
20 H -3.86 -0.01 5.44
21 C 4.13 -2.08 -3.05
22 C -0.17 3.04 2.36
23 C 4.56 -1.59 -1.90
24 C -1.51 0.67 -2.90
25 C -1.19 -2.24 1.85
26 C -2.29 -1.40 1.49
27 N 2.28 -2.56 1.96
28 H -0.70 0.37 -4.91
29 C -2.83 -0.23 5.21
30 H -2.34 3.01 2.41
31 S 0.25 -4.02 2.97
32 C 1.37 -1.61 -5.51
33 H 0.89 -2.07 -6.36
34 C -3.12 0.51 0.73
35 S -4.56 -0.30 1.27
36 H 2.07 -1.50 -0.92
37 H -1.68 -3.04 -3.92
38 C -2.20 0.42 4.16
39 H -2.16 -3.88 3.00
40 H -0.22 -2.02 6.39
41 C -0.15 -0.72 4.69
42 H 0.29 -0.22 -2.55
43 C -0.45 5.81 2.46
44 H 1.96 3.44 2.39
45 H -1.10 1.68 -2.83
46 H -4.01 2.28 0.21
47 C 2.60 -0.56 -0.79
48 H 1.92 2.44 0.29
49 H 1.66 0.92 2.80
50 H -0.48 -2.34 -1.85
51 C 0.82 5.24 2.45
52 Pd -0.05 0.13 0.29
53 N -0.65 -0.27 -2.15
54 H -2.12 -1.71 -1.85
55 C -3.61 -1.62 1.76
56 N -2.14 -1.08 -4.55
57 N 2.48 -0.38 -3.36
58 H -0.29 -2.01 -4.31
59 H 2.92 -3.18 2.43
60 H 4.29 2.81 -0.36
61 C -2.12 -1.12 6.00
62 C 3.84 1.83 -0.49
63 N 0.08 -1.88 1.51
64 C 2.52 1.64 -0.12
65 C 1.46 0.10 -4.05
66 H 4.66 -2.92 -3.49
67 H -2.56 5.45 2.48
68 C 3.00 -1.54 -3.79
69 H -0.56 6.88 2.52
70 H -2.31 2.28 0.12
71 C -1.27 -3.41 2.63
72 C -1.15 -1.63 -2.34
73 C 0.97 -2.69 2.06
74 C 0.96 3.87 2.38
75 C -1.58 5.00 2.44
76 H -2.75 1.15 3.59
77 H 2.93 -3.07 -5.32
78 H -2.61 -1.60 6.84
79 H -3.11 -1.16 -4.21
80 H 2.67 -1.74 1.52
81 Ge 0.16 1.17 2.57
82 N -3.16 1.74 0.18
83 H -2.17 -1.32 -5.54

***

Computed, not measured: a molecular structure, C28H35BFeO2S2 in a non-equilibrium geometry, with ωB97M-V with the def2-TZVPD basis set.

Net charge   0
HOMO energy (spin up / spin down)   -4.94 / -8.33 eV
2S+1   5
LUMO (spin up / spin down)   0.59 / -2.00 eV
Energy above the lowest of the compared OMol25 structures with the same formula, charge and spin   0.000 eV

Atoms and positions in Å:
1 H -2.78 -0.24 -1.36
2 O 0.02 -2.61 1.77
3 C 1.67 -2.04 3.43
4 H 2.68 -2.25 3.84
5 C -4.42 0.55 -0.02
6 H 5.80 3.25 1.36
7 C -2.07 4.56 2.74
8 H -2.16 2.22 1.64
9 H -1.61 -1.93 2.92
10 H 3.05 -0.51 1.67
11 C 2.25 -2.40 0.89
12 C -3.24 -0.45 3.42
13 H -3.91 4.35 0.05
14 H 5.24 2.49 -0.14
15 H 1.91 -4.15 -0.32
16 H 2.44 -4.63 2.87
17 O 1.29 -1.67 0.07
18 H 4.12 -1.92 1.87
19 H 0.64 0.55 1.73
20 C -2.06 -0.96 2.77
21 C -2.26 4.71 1.37
22 C 2.03 2.59 2.82
23 H 1.60 2.24 3.76
24 C -3.41 0.93 3.04
25 C 1.44 -4.34 2.52
26 Fe -3.37 -0.27 1.44
27 H -6.11 0.30 1.47
28 C 3.41 2.56 2.49
29 C 1.25 3.19 1.84
30 H -0.46 3.70 4.06
31 H -4.22 5.52 1.37
32 H 4.20 2.23 3.17
33 H -3.18 -2.62 -0.10
34 H -4.54 1.57 -0.37
35 H -3.86 -1.01 4.12
36 B 0.16 -1.60 0.85
37 C -0.19 0.10 1.16
38 C 3.67 3.05 1.21
39 H 0.67 0.77 -0.70
40 H 1.15 -4.95 1.67
41 C -0.04 3.74 1.94
42 H 3.52 -4.10 0.48
43 C -4.82 -1.52 1.04
44 H 0.95 -2.30 4.22
45 C 3.39 -1.44 1.20
46 H -0.97 0.08 -0.85
47 C -1.48 0.10 1.93
48 C 2.74 -3.50 -0.01
49 C 5.01 3.27 0.60
50 H 3.91 -1.18 0.27
51 H 1.60 -0.95 3.27
52 H -2.82 4.86 3.46
53 H 5.02 4.24 0.09
54 C -3.46 -0.41 -0.53
55 H -0.73 1.72 -0.21
56 H -3.19 5.99 -0.02
57 H -4.16 1.62 3.40
58 C -3.47 5.17 0.65
59 C 1.39 -2.87 2.17
60 C -2.35 1.26 2.10
61 H 0.73 -4.51 3.34
62 C -0.31 0.70 -0.22
63 C -3.70 -1.69 0.12
64 H 3.17 -3.04 -0.91
65 H -5.27 -2.30 1.64
66 S -0.83 4.33 0.48
67 C -0.83 3.96 3.07
68 S 2.22 3.52 0.41
69 C -5.26 -0.13 0.95